w | This record from the Open Molecules 2025 dataset describes a gas-phase ion, C3H7N2O3 (charge +1). The level of theory is ωB97M-V/def2-TZVPD.

The geometry in XYZ format:
```
15
Properties=species:S:1:pos:R:3:mulliken_charge:R:1
C -1.52 -0.92 -0.12 -0.10
C -0.65 0.07 -0.05 -0.16
C 1.20 0.28 0.08 0.69
N 1.90 -0.79 0.00 0.02
N -1.02 1.52 0.02 -0.29
O 1.43 1.46 -0.01 -0.58
O -2.83 -0.74 0.18 -0.42
O 3.28 -0.79 0.04 -0.39
H -1.08 -1.98 -0.07 0.23
H 1.65 -1.79 -0.03 0.22
H 0.06 1.95 -0.03 0.41
H -1.14 1.65 0.97 0.36
H -1.73 1.89 -0.56 0.31
H -3.21 -1.62 0.15 0.36
H 3.66 -0.20 -0.58 0.34
```

Its total charge is +1. As for the LUMO energy: -3.4 eV. Its SMILES is [NH3+]/C(=C\O)C(=O)NO. For the HOMO-LUMO gap, the calculation gives 10.848 eV.

***

x | This record from the Open Molecules 2025 dataset describes a gas-phase ion, C3H7N2O3 (charge +1). The level of theory is ωB97M-V/def2-TZVPD.

The geometry in XYZ format:
```
15
Properties=species:S:1:pos:R:3:mulliken_charge:R:1
O 2.72 1.05 0.83 -0.21
N 1.85 0.34 1.03 0.28
O 1.81 -0.74 -0.02 -0.31
C 0.64 -0.69 -0.78 0.09
C -0.63 -1.16 -0.06 -0.56
N -1.04 0.11 0.62 -0.16
C -0.59 1.22 -0.34 -0.38
O 0.27 0.59 -1.24 -0.37
H 0.85 -1.31 -1.65 0.43
H -1.36 -1.43 -0.81 0.38
H -0.44 -1.94 0.67 0.35
H -2.03 0.15 0.83 0.36
H -0.52 0.19 1.50 0.39
H -0.05 1.95 0.25 0.36
H -1.45 1.67 -0.83 0.35
```

Its total charge is +1. As for the LUMO energy: -4.7 eV. Its SMILES is O=NO[C@H]1C[NH2+]CO1. For the HOMO-LUMO gap, the calculation gives 10.261 eV.

***

Tell me which of them is the least stable. Sure, it is w.

***

w | This record from the Open Molecules 2025 dataset describes 2 unconnected molecules or ions with the total composition C4H13NO2. The level of theory is ωB97M-V/def2-TZVPD.

The geometry in XYZ format:
```
20
Properties=species:S:1:pos:R:3:mulliken_charge:R:1
C -0.90 -1.24 1.90 -1.05
N -0.69 -0.85 0.52 -0.30
C 0.53 -0.02 0.40 -1.10
C 0.89 0.34 -1.02 0.79
C 2.33 0.69 -1.27 -1.41
O 0.13 1.50 -1.49 -0.54
H -1.88 -1.72 1.97 0.35
H -0.99 -0.41 2.60 0.35
H -0.26 -2.04 2.32 0.34
H -0.59 -1.67 -0.07 0.21
H 0.43 0.70 1.24 0.35
H 1.42 -0.52 0.80 0.43
H 0.48 -0.43 -1.75 0.13
H 2.56 0.63 -2.32 0.34
H 2.60 1.68 -0.92 0.33
H 2.97 0.02 -0.68 0.36
H -0.73 1.36 -1.07 0.30
H -3.51 0.83 -0.66 0.32
H -2.14 0.16 -0.21 0.48
O -2.65 0.99 -0.27 -0.69
```

As for the LUMO energy: 0.9 eV. Its SMILES is CNC[C@H](C)O.O. For the HOMO-LUMO gap, the calculation gives 10.388 eV.

***

x | This record from the Open Molecules 2025 dataset describes 3 unconnected molecules or ions with the total composition C4H13NO2. The level of theory is ωB97M-V/def2-TZVPD.

The geometry in XYZ format:
```
20
Properties=species:S:1:pos:R:3:mulliken_charge:R:1
C 0.62 1.74 0.45 -1.16
N -1.00 -0.56 0.92 -0.59
C -0.13 -0.51 -0.24 0.46
C 0.61 0.59 -0.53 -0.53
C -0.15 -1.84 -0.97 -1.08
H 1.16 1.57 1.38 0.24
H -0.46 1.86 0.70 0.27
H 1.01 2.64 -0.03 0.33
H -1.61 0.23 1.07 0.24
H -0.44 -0.58 1.77 0.28
H 1.32 0.40 -1.33 0.61
H 0.29 -2.52 -0.20 0.30
H -1.09 -2.19 -1.36 0.30
H 0.63 -1.88 -1.72 0.32
H 4.71 -0.51 -0.60 0.31
H 3.22 -0.44 -0.52 0.33
O 3.99 0.13 -0.66 -0.62
H -4.22 1.27 1.03 0.32
H -4.44 0.24 -0.02 0.31
O -4.01 0.35 0.83 -0.64
```

As for the LUMO energy: 0.7 eV. Its SMILES is C/C=C(/C)N.O.O. For the HOMO-LUMO gap, the calculation gives 9.397 eV.

***

y | This record from the Open Molecules 2025 dataset describes 2 unconnected molecules or ions with the total composition C4H13NO2. The level of theory is ωB97M-V/def2-TZVPD.

The geometry in XYZ format:
```
20
Properties=species:S:1:pos:R:3:mulliken_charge:R:1
C 0.44 1.82 0.23 -1.57
C -0.39 0.55 0.10 0.51
C -0.74 -0.08 1.43 -0.52
C -1.01 -1.57 1.35 -0.62
O 0.16 -2.33 1.13 -0.52
N -1.61 0.69 -0.69 -0.57
H 1.28 1.61 0.90 0.36
H -0.10 2.68 0.60 0.32
H 0.90 2.12 -0.69 0.35
H 0.21 -0.15 -0.50 0.21
H 0.10 0.07 2.13 0.27
H -1.58 0.38 1.93 0.35
H -1.44 -1.92 2.29 0.34
H -1.73 -1.77 0.56 0.30
H 0.52 -2.07 0.26 0.33
H -2.22 1.39 -0.30 0.23
H -1.42 0.84 -1.67 0.22
H 3.13 -0.04 -2.84 0.31
H 1.94 0.70 -3.47 0.31
O 2.55 0.72 -2.72 -0.62
```

As for the LUMO energy: 0.5 eV. Its SMILES is C[C@H](N)CCO.O. For the HOMO-LUMO gap, the calculation gives 9.706 eV.

***

z | This record from the Open Molecules 2025 dataset describes 2 unconnected molecules or ions with the total composition C4H13NO2. The level of theory is ωB97M-V/def2-TZVPD.

The geometry in XYZ format:
```
20
Properties=species:S:1:pos:R:3:mulliken_charge:R:1
C -1.05 0.05 0.38 -1.36
C 0.36 0.40 0.91 0.76
C 1.33 -0.71 0.45 -1.13
C 2.66 -0.98 1.19 -0.51
O 2.55 -0.83 2.60 -0.52
N 0.77 1.62 0.27 -0.63
H -1.56 -0.79 0.85 0.34
H -0.91 -0.24 -0.64 0.35
H -1.60 0.99 0.51 0.37
H 0.38 0.37 2.00 0.26
H 0.83 -1.69 0.52 0.34
H 1.54 -0.53 -0.61 0.42
H 2.93 -2.00 0.92 0.28
H 3.47 -0.32 0.91 0.34
H 1.79 -1.35 2.90 0.31
H 1.75 1.85 0.34 0.18
H 0.17 2.41 0.44 0.19
H -5.32 -0.18 -4.80 0.32
H -4.71 1.16 -4.29 0.32
O -5.40 0.77 -4.84 -0.64
```

As for the LUMO energy: 0.8 eV. Its SMILES is C[C@H](N)CCO.O. For the HOMO-LUMO gap, the calculation gives 9.970 eV.

***

Tell me which of them is the least stable. Sure, it is x.

***

w | This record from the Open Molecules 2025 dataset describes 2 unconnected molecules or ions with the total composition C5H13S2. The level of theory is ωB97M-V/def2-TZVPD.

The geometry in XYZ format:
```
20
Properties=species:S:1:pos:R:3:mulliken_charge:R:1
C 1.14 1.16 -2.75 -1.19
C 0.36 0.24 -1.83 -0.06
S -0.85 -0.84 -2.65 -0.19
C -1.49 -1.73 -1.17 -0.60
H 1.84 1.80 -2.18 0.34
H 0.45 1.79 -3.33 0.30
H 1.78 0.57 -3.41 0.30
H -0.21 0.79 -1.04 0.23
H 1.05 -0.47 -1.33 0.11
H -0.78 -2.50 -0.85 0.27
H -1.67 -1.10 -0.29 0.06
H -2.42 -2.21 -1.52 0.30
C 0.27 1.01 3.18 -0.99
C -0.12 -0.29 2.49 -0.48
S 0.95 -0.99 1.21 -0.63
H 0.43 1.80 2.43 0.26
H 1.18 0.86 3.81 0.22
H -0.49 1.32 3.91 0.32
H -1.14 -0.17 2.06 0.19
H -0.29 -1.06 3.26 0.23
```

Its total charge is -1. As for the LUMO energy: 3.3 eV. For the HOMO-LUMO gap, the calculation gives 5.746 eV.

***

x | This record from the Open Molecules 2025 dataset describes 2 unconnected molecules or ions with the total composition C5H13S2. The level of theory is ωB97M-V/def2-TZVPD.

The geometry in XYZ format:
```
20
Properties=species:S:1:pos:R:3:mulliken_charge:R:1
C 1.55 -2.12 -0.60 -1.23
C 1.26 -1.07 0.53 -0.07
S 1.92 0.48 -0.08 -0.17
C 1.05 1.62 0.97 -0.70
H 1.04 -3.13 -0.32 0.25
H 2.60 -2.39 -0.59 0.37
H 1.15 -1.78 -1.57 0.30
H 1.70 -1.36 1.42 0.52
H 0.15 -0.98 0.67 -0.22
H -0.10 1.56 0.91 0.03
H 1.18 1.58 2.05 0.30
H 1.36 2.66 0.74 0.31
C -1.31 0.51 -1.77 -0.56
C -2.47 0.38 -0.71 -0.48
S -1.93 -0.15 0.95 -0.62
H -0.56 -0.29 -1.67 -0.10
H -0.77 1.41 -1.59 0.21
H -1.71 0.66 -2.80 0.39
H -3.22 -0.40 -1.05 0.24
H -3.05 1.32 -0.63 0.21
```

Its total charge is -1. As for the LUMO energy: 3.4 eV. For the HOMO-LUMO gap, the calculation gives 5.878 eV.

***

Tell me which of them is the least stable. Sure, it is x.

***

w | This record from the Open Molecules 2025 dataset describes C3H4Cl2O in the gas phase. The level of theory is ωB97M-V/def2-TZVPD.

The geometry in XYZ format:
```
10
Properties=species:S:1:pos:R:3:mulliken_charge:R:1
C 0.36 0.50 0.88 -0.57
C 0.47 0.17 -0.64 -0.11
C -0.90 0.17 0.11 0.43
O 1.06 -0.95 -1.15 -0.55
Cl -1.51 -1.51 0.42 -0.21
Cl -2.12 1.38 -0.18 -0.17
H 0.80 -0.39 1.50 0.22
H 0.52 1.53 1.21 0.28
H 0.61 1.02 -1.32 0.32
H 0.71 -1.92 -0.83 0.35
```

As for the LUMO energy: 0.6 eV. Its SMILES is O[C@@H]1CC1(Cl)Cl. For the HOMO-LUMO gap, the calculation gives 10.351 eV.

***

x | This record from the Open Molecules 2025 dataset describes 2 unconnected molecules or ions with the total composition C3H4Cl2O. The level of theory is ωB97M-V/def2-TZVPD.

The geometry in XYZ format:
```
10
Properties=species:S:1:pos:R:3:mulliken_charge:R:1
C 0.45 0.86 0.54 -0.32
C -0.10 -0.53 0.36 -0.64
C 0.17 -1.12 -0.73 0.46
H -1.65 1.17 -0.01 0.36
H 1.24 1.02 -0.13 0.33
H 1.18 0.80 1.36 0.28
H -0.90 -0.86 1.04 0.43
O -0.63 1.80 0.85 -0.55
Cl -1.09 -2.43 -1.29 -0.22
Cl 1.33 -0.71 -1.99 -0.15
```

As for the LUMO energy: -0.6 eV. For the HOMO-LUMO gap, the calculation gives 9.503 eV.

***

Tell me which of them is the least stable. Sure, it is x.